C18H20Cl2N4O2SY as an isolated structure at a distorted geometry, computed with ωB97M-V with the def2-TZVPD basis set.

As for the total energy: -2424.37659 Eh. The expectation value of S² is 0.7722. As for the relative energy (zero: lowest compared OMol25 entry of this formula, charge and spin): 19.95 kcal per mole.

Structure (ORCA input):
```
! wB97M-V def2-TZVPD RIJCOSX def2/J DEFGRID3
* xyz 0 2
N 0.43 0.65 -1.65
C -4.77 0.63 -1.46
C 1.34 0.64 5.73
N -2.56 -0.14 -0.05
H -5.65 0.94 -2.01
C -0.88 -0.19 -4.21
C -0.02 0.62 5.38
H -3.04 -2.09 -0.41
H -1.04 -2.72 -3.18
Y 0.19 0.66 0.83
C 2.32 0.59 4.69
C 4.12 0.53 2.54
C 0.20 -0.98 -3.49
H 1.65 -0.98 -5.10
H -1.85 -0.36 -3.74
C -3.36 -1.07 -0.60
O 2.28 0.40 1.00
H 0.75 -1.31 -1.55
H -0.68 0.89 -4.21
H 1.34 0.94 -2.03
H -0.78 0.65 6.15
H -0.27 1.26 -2.05
H 2.37 -1.16 -3.50
C -3.94 1.56 -0.91
H -5.10 -1.51 -1.73
C -0.41 0.57 4.07
H 1.65 0.68 6.76
N 0.11 -0.70 -2.04
N 0.50 0.53 3.03
C 4.60 0.59 3.84
C -2.78 1.20 -0.19
H -0.07 -2.77 -4.66
C 1.87 0.53 3.35
C 2.76 0.47 2.26
S -1.72 2.40 0.47
H 0.69 -3.06 -3.10
Cl 4.34 0.70 6.51
C 1.58 -0.65 -4.06
Cl 5.26 0.49 1.22
C -4.47 -0.73 -1.31
O -1.51 -0.59 0.64
H 5.67 0.62 4.02
H 1.79 0.42 -4.06
H -4.13 2.62 -1.01
H -0.94 -0.50 -5.25
H -1.45 0.56 3.80
C -0.07 -2.47 -3.62
C 3.71 0.62 4.89
*
```